[1]
84
Properties=species:S:1:pos:R:3:mulliken_charge:R:1 method="wB97M-V/def2-TZVPD" e_homo_ev=-10.902 homo_lumo_gap_ha=0.310 lumo_energy_ev=-2.467 energy_ev=-49942.5940 total_charge=+1
C 5.79193 -0.30125 -0.84412 -1.32
C 4.84117 -1.32957 -1.41942 -0.35
O 3.43660 -0.99089 -1.20445 -0.08
B 2.54876 -1.77454 -1.84496 0.20
O 2.81910 -3.05324 -2.29378 -0.51
C 1.09656 -1.21149 -2.11452 0.20
C 0.62831 -0.26597 -2.97362 0.10
O 1.25588 0.47139 -3.87914 -0.64
C 2.05730 1.57148 -3.36251 0.36
C 1.22139 2.67950 -2.76253 -0.90
N -0.74779 -0.19389 -2.83634 0.36
C -1.58529 0.69315 -3.62703 0.32
C -2.48166 -0.03846 -4.62064 -1.38
F -2.31762 1.44874 -2.75133 -0.33
C -1.14000 -1.06667 -1.89174 0.86
C -2.52554 -1.26715 -1.41276 -1.04
C -2.94153 -0.21175 -0.35541 -1.16
N -0.03817 -1.68819 -1.46799 1.02
C -0.08933 -2.70954 -0.46381 -1.00
C -0.18349 -4.04390 -0.82989 -0.41
C -0.23849 -4.99501 0.18198 -0.58
N -0.23643 -4.73526 1.49485 -0.44
C -0.14758 -3.43816 1.80043 -0.69
C -0.05168 -2.39494 0.88472 -0.23
H 5.50188 -0.00432 0.15883 0.30
H 5.95447 0.55592 -1.48689 0.32
H 6.74646 -0.81353 -0.74447 0.46
H 4.99089 -1.37636 -2.49304 0.33
H 5.06556 -2.29323 -0.97778 0.43
H 3.08364 -3.61354 -1.55553 0.31
H 2.58585 1.94391 -4.23134 0.36
H 2.78480 1.17688 -2.65946 -0.37
H 0.40514 2.28532 -2.15595 0.01
H 0.77846 3.30496 -3.52997 0.29
H 1.84021 3.27418 -2.09800 0.56
H -0.92483 1.35681 -4.16941 0.32
H -2.11967 -1.05068 -4.76525 0.37
H -3.50741 -0.06229 -4.26726 0.41
H -2.47831 0.47302 -5.57480 0.39
H -2.62508 -2.25337 -0.97502 0.47
H -3.17407 -1.23456 -2.28186 0.43
H -3.41687 -0.71838 0.47752 0.42
H -2.07101 0.30404 0.03480 0.19
H -3.65270 0.49901 -0.75303 0.30
H -0.20931 -4.34325 -1.86528 0.50
H -0.28232 -6.03715 -0.09891 0.45
H -0.15321 -3.19585 2.85319 0.69
H 0.04244 -1.37626 1.22661 0.62
C 4.12325 2.68125 0.47595 -0.42
C 4.12659 3.76743 1.34094 -0.56
C 2.92507 4.27193 1.81732 -0.56
C 1.72473 3.68507 1.43695 -0.51
C 1.72680 2.60021 0.57196 -0.48
C 2.92949 2.10288 0.08410 0.56
H 5.05798 2.28684 0.10195 0.29
H 5.06247 4.21567 1.64662 0.40
H 2.92251 5.11988 2.48904 0.38
H 0.78894 4.07622 1.81474 0.38
H 0.78890 2.14498 0.27394 0.41
H 2.94358 1.26123 -0.59487 0.11
C -1.99800 -4.56486 7.24240 -0.41
C -1.50504 -5.82325 6.92653 -0.36
C -1.23824 -6.15418 5.60560 -0.58
C -1.45592 -5.22506 4.59703 -0.12
C -1.94989 -3.96619 4.91634 -0.28
C -2.22290 -3.63616 6.23692 -0.46
H -2.20894 -4.30885 8.27224 0.36
H -1.32979 -6.54715 7.71143 0.37
H -0.85908 -7.13775 5.36081 0.37
H -1.24402 -5.48551 3.56793 0.35
H -2.12995 -3.23849 4.13374 0.43
H -2.61277 -2.65674 6.48253 0.36
C -2.80639 5.58998 1.04401 -0.39
C -2.29843 4.50401 0.34537 -0.33
C -2.86907 4.12593 -0.86276 -0.16
C -3.94443 4.83853 -1.37514 -0.57
C -4.45100 5.92582 -0.67751 -0.37
C -3.88377 6.29968 0.53273 -0.47
H -2.36306 5.88424 1.98626 0.38
H -1.45524 3.95227 0.74347 0.20
H -2.47461 3.27913 -1.40394 0.59
H -4.38777 4.54711 -2.31887 0.38
H -5.28808 6.48273 -1.07717 0.37
H -4.28130 7.14552 1.07766 0.37

---

[2]
145
Properties=species:S:1:pos:R:3:mulliken_charge:R:1 method="wB97M-V/def2-TZVPD" e_homo_ev=-10.789 homo_lumo_gap_ha=0.294 lumo_energy_ev=-2.775 energy_ev=-811701.0191 total_charge=+1
C 6.49826 -0.32838 3.16833 -1.15
C 5.21126 -0.43754 2.32832 -0.13
C 3.99696 -0.98566 3.12616 -0.69
C 3.23580 -2.13999 2.42391 -0.02
N 1.86966 -1.67330 2.13337 0.41
N 1.20863 -2.48905 1.15231 0.31
C 1.64431 -2.19515 -0.20212 -2.39
C 0.77860 -1.18914 -0.98330 1.19
C 1.42556 -1.07769 -2.39128 -1.51
C 0.52862 -0.57634 -3.55104 -0.75
C 1.07879 0.71040 -4.17240 0.00
N 0.18169 1.72184 -4.52850 0.08
O 2.26872 0.80214 -4.37225 -0.58
C 0.84161 0.16664 -0.26664 -1.44
S -0.33691 1.36688 -0.94998 -0.15
C 0.41396 2.92003 -0.38096 -0.38
C 1.80621 3.18009 -0.96207 -0.95
N -0.62227 -1.73516 -1.04108 0.60
C -0.89306 -2.78745 0.01862 -1.77
C -0.22056 -2.42570 1.34232 0.44
O -0.55258 -3.34402 2.34156 -0.49
C -1.87129 -3.23903 2.88729 -0.73
C -2.11915 -2.05664 3.86160 0.56
N -3.41860 -1.44503 3.59427 0.02
C -3.35477 -0.34146 2.63203 -0.18
C -3.38032 1.04821 3.31572 0.53
C -2.86443 2.10066 2.30821 -1.08
O -2.59503 1.03075 4.50325 -0.18
H 7.18526 -1.16437 3.00251 0.22
H 7.04110 0.60431 2.98954 0.35
H 6.26306 -0.34061 4.23866 0.29
H 4.98220 0.56137 1.93992 0.24
H 5.36999 -1.06977 1.44697 0.27
H 4.27718 -1.25961 4.14551 0.58
H 3.28278 -0.15853 3.22392 0.24
H 3.75365 -2.43142 1.51221 -0.44
H 3.16719 -2.97841 3.13128 0.45
H 1.32411 -1.68703 2.98765 -0.28
H 2.66929 -1.81970 -0.23761 1.21
H 1.66205 -3.13890 -0.76001 -0.35
H 1.73160 -2.09493 -2.66209 0.33
H 2.28601 -0.41438 -2.31895 0.78
H -0.50642 -0.37294 -3.24504 0.47
H 0.45373 -1.32689 -4.34541 0.32
H -0.76101 1.49054 -4.23086 0.20
H 0.42640 2.58963 -4.06000 0.23
H 0.69822 0.09662 0.81348 0.67
H 1.85420 0.54833 -0.41389 0.65
H -0.28520 3.73931 -0.55250 0.61
H 0.50272 2.82096 0.70828 0.23
H 2.11291 4.21722 -0.79235 0.44
H 1.83718 2.95700 -2.03258 0.11
H 2.56109 2.56150 -0.46684 0.22
H -1.32988 -1.00291 -0.92147 0.57
H -0.82575 -2.17385 -1.94164 0.51
H -0.54606 -3.76473 -0.32716 0.15
H -1.97808 -2.85844 0.12943 0.69
H -0.48620 -1.38893 1.62976 0.10
H -2.01952 -4.16357 3.44905 0.39
H -2.64600 -3.21762 2.11212 0.34
H -2.15697 -2.49444 4.86417 0.34
H -1.27492 -1.35082 3.82891 -0.23
H -3.77524 -1.03849 4.45338 -0.10
H -2.47552 -0.40281 1.97709 -0.53
H -4.23204 -0.38699 1.96726 0.08
H -4.41468 1.28076 3.57786 0.41
H -1.83533 2.39181 2.52313 0.10
H -2.93948 1.73201 1.28075 0.38
H -3.49158 2.99894 2.35032 0.32
H -1.66026 0.95440 4.28378 0.06
C -2.17671 3.43661 -6.89647 0.27
Cl -3.17800 2.43751 -5.82082 -0.13
Cl -3.22233 4.34691 -7.98354 -0.09
Cl -1.21238 4.54862 -5.92162 -0.04
Cl -1.10005 2.40388 -7.83349 -0.03
C -5.31207 -2.67441 7.45522 0.28
Cl -5.63762 -2.24735 9.13346 -0.09
Cl -6.84193 -2.78100 6.57717 -0.09
Cl -4.26762 -1.43410 6.73437 0.02
Cl -4.47290 -4.22750 7.38099 -0.11
C -7.95941 -0.08802 2.51405 0.23
Cl -9.38765 -1.11699 2.54468 -0.08
Cl -6.82086 -0.62489 3.76057 0.03
Cl -7.19345 -0.19890 0.91795 -0.13
Cl -8.41431 1.58547 2.82633 -0.07
C 7.21781 -4.22748 4.76777 0.27
Cl 8.49885 -4.28323 3.55488 -0.09
Cl 7.61359 -3.01919 5.99191 -0.09
Cl 5.69295 -3.78112 3.98227 -0.04
Cl 7.04519 -5.80928 5.52599 -0.10
C 2.44881 -0.44518 -7.74104 0.20
Cl 3.61870 -1.45264 -6.88116 -0.06
Cl 0.83179 -0.72870 -7.07021 -0.11
Cl 2.87040 1.25616 -7.54373 0.00
Cl 2.46961 -0.85307 -9.45299 -0.07
C -12.48665 1.72780 1.80526 0.27
Cl -11.36731 1.79324 0.43534 -0.08
Cl -11.99149 2.89680 3.03437 -0.09
Cl -14.11437 2.11966 1.24762 -0.08
Cl -12.47367 0.10201 2.48997 -0.03
C 6.25316 -0.47126 -11.89137 0.24
Cl 5.34475 0.31943 -10.60002 0.03
Cl 6.96491 -1.96075 -11.26752 -0.06
Cl 5.18118 -0.85698 -13.24011 -0.11
Cl 7.52841 0.62451 -12.44510 -0.09
C 0.40609 4.50464 5.50428 0.26
Cl 1.49901 4.08099 6.81865 -0.11
Cl -0.52524 3.07484 4.99658 0.01
Cl -0.74388 5.72247 6.03559 -0.04
Cl 1.34075 5.11288 4.13186 -0.12
C 9.66129 -0.68076 -8.14573 0.27
Cl 10.66748 0.50131 -7.30437 -0.10
Cl 9.12702 -0.02395 -9.69228 -0.01
Cl 10.58747 -2.16113 -8.41486 -0.10
Cl 8.23312 -1.05100 -7.16645 -0.05
C 2.25280 6.51345 -6.58333 0.26
Cl 1.67828 7.11941 -5.02179 -0.10
Cl 0.91864 6.52893 -7.73633 -0.07
Cl 3.56402 7.53547 -7.16668 -0.10
Cl 2.83471 4.85383 -6.38101 0.00
C 7.62718 1.26338 -3.87908 0.25
Cl 6.71378 1.81094 -2.46474 -0.09
Cl 6.52756 1.07217 -5.24801 0.02
Cl 8.86144 2.45827 -4.27746 -0.09
Cl 8.39728 -0.28339 -3.51300 -0.10
C -14.92822 -2.57980 0.58157 0.34
Cl -15.45132 -1.97158 2.15513 -0.09
Cl -13.94909 -4.03416 0.80975 -0.10
Cl -16.34429 -2.96940 -0.39619 -0.10
Cl -13.96341 -1.34946 -0.24223 -0.06
C -4.92382 5.86637 5.74142 0.28
Cl -3.87541 7.04048 6.55449 -0.11
Cl -5.84911 6.68482 4.48070 -0.11
Cl -3.94555 4.58307 5.01503 0.02
Cl -6.02713 5.15700 6.92045 -0.10
C 0.63886 -0.98051 7.18746 0.18
Cl 1.24910 -1.76488 5.72095 -0.07
Cl 0.16716 0.68505 6.82308 -0.01
Cl -0.76048 -1.87547 7.78115 -0.04
Cl 1.90968 -0.97936 8.41013 -0.10
C 3.98871 -5.58831 -1.64469 0.32
Cl 5.31902 -5.69271 -2.79003 -0.08
Cl 4.36121 -4.36434 -0.41780 -0.07
Cl 2.50678 -5.13239 -2.51691 -0.11
Cl 3.74266 -7.14342 -0.86078 -0.08

---

[3]
89
Properties=species:S:1:pos:R:3:mulliken_charge:R:1 method="wB97M-V/def2-TZVPD" relative_energy_kcal_mol=12.08 e_homo_ev=-9.665 homo_lumo_gap_ha=0.275 lumo_energy_ev=-2.172 energy_ev=-62380.8405 total_charge=+1
Ba -0.38528 0.59478 0.86392 1.47
C -3.06832 -1.28813 3.02963 -0.40
C -2.65299 -0.25954 4.09859 -1.22
N -1.53741 0.56715 3.64178 0.27
C -1.58493 1.97302 4.05241 -0.68
C -2.77625 2.75088 3.48657 -0.79
S -3.20106 2.45885 1.73927 0.02
C -4.54572 1.22541 1.85644 -0.68
C -4.24321 -0.10721 1.18290 -0.98
N -3.02977 -0.76210 1.66519 0.38
H -4.06162 -1.67749 3.28940 0.28
H -2.36006 -2.11877 3.07037 -0.01
H -2.41381 -0.80641 5.01555 0.47
H -3.49487 0.38637 4.33750 0.35
H -0.66642 0.17909 3.99089 0.22
H -0.66457 2.44304 3.69662 0.25
H -1.62174 2.08413 5.14467 0.32
H -2.54138 3.81262 3.54882 0.47
H -3.68888 2.58643 4.05769 0.48
H -5.41238 1.66943 1.36918 0.55
H -4.78642 1.09248 2.90839 0.28
H -4.11054 0.06771 0.11238 0.35
H -5.12944 -0.74584 1.31110 0.42
H -2.83666 -1.54157 1.04554 0.06
C 4.50001 0.05705 1.82838 -0.90
C 4.96472 1.20646 1.19881 -0.38
C 4.07966 2.23844 0.96050 -0.98
C 2.74099 2.11640 1.35640 0.31
N 2.28088 0.97013 1.88830 -0.18
C 3.15485 -0.01352 2.12742 -0.23
C 1.82105 3.26638 1.19085 1.22
C 2.34811 4.54782 1.40557 -0.75
C 1.56062 5.67122 1.22976 -0.62
C 0.24562 5.51390 0.81738 -0.85
C -0.27247 4.23846 0.62301 -0.82
C 0.48215 3.07184 0.80719 -0.33
H 5.16060 -0.76374 2.06935 0.43
H 6.00239 1.29286 0.90419 0.44
H 4.39936 3.13525 0.45080 0.52
H 2.74788 -0.90642 2.59355 0.43
H 3.37329 4.66184 1.74143 0.53
H 1.96917 6.65633 1.41334 0.40
H -0.38018 6.38603 0.66095 0.41
H -1.31388 4.15798 0.31673 0.39
C 0.51333 -3.26994 2.38227 -0.26
N 0.01287 -2.93424 1.03436 0.56
C 1.13322 -3.12238 0.08629 -0.83
N 1.66840 -4.47469 0.12216 0.09
C 2.12611 -4.75626 1.48590 -0.76
N 1.03811 -4.62415 2.46075 0.07
C -0.03034 -5.55561 2.08658 -0.68
N -0.53190 -5.29093 0.73441 0.10
C -1.02632 -3.92351 0.68804 -0.77
C 0.59046 -5.41308 -0.20159 -0.74
H -0.30291 -3.16596 3.10257 0.18
H 1.30685 -2.56576 2.64641 -0.15
H 1.93292 -2.41927 0.33760 0.34
H 0.77498 -2.90562 -0.92365 0.32
H 2.92520 -4.05868 1.74664 0.36
H 2.51732 -5.77333 1.52629 0.34
H -0.85389 -5.45968 2.79774 0.35
H 0.35499 -6.57475 2.13030 0.36
H -1.85810 -3.82715 1.39252 0.35
H -1.39065 -3.71210 -0.32127 0.11
H 0.23632 -5.21889 -1.21619 0.35
H 0.97956 -6.43076 -0.15633 0.34
C -1.81064 -0.55219 -3.93381 -1.07
C -1.58720 -0.61307 -2.56939 -0.32
N -0.96572 0.35522 -1.89577 0.47
C -0.53610 1.41831 -2.57952 -0.67
C -0.68084 1.56073 -3.95358 0.18
C -1.35334 0.54981 -4.63427 0.00
C -0.18215 2.78321 -4.61585 -0.93
C 0.68892 2.86695 -5.62629 -0.57
C 1.45775 1.77892 -6.25906 0.88
C 2.02888 1.97764 -7.51424 -0.64
C 2.74468 0.92678 -8.06239 -0.17
N 2.91785 -0.22339 -7.42039 -0.56
C 2.36149 -0.30575 -6.21900 -0.12
N 1.64258 0.62371 -5.60857 -0.34
H -2.33427 -1.35355 -4.43632 0.43
H -1.92995 -1.46497 -1.98980 0.40
H -0.03682 2.19261 -2.00001 0.59
H -1.51709 0.63256 -5.70050 0.51
H -0.58786 3.70725 -4.21751 0.48
H 0.89242 3.84769 -6.03996 0.34
H 1.90798 2.91377 -8.04170 0.37
H 3.19887 1.00039 -9.04394 0.40
H 2.51291 -1.23494 -5.67862 0.41